(1)
Formula: C24H66AlF2N10O13P3S2
Source: the OMol25 dataset
Level of theory: wB97M-V/def2-TZVPD

Output
charge = +2
HOMO level = -11.212 eV
F_max = 8.7 eV Å⁻¹
HOMO-LUMO gap = 0.87 eV

Each line ends with the Löwdin charge.
Geometry (Å):
Al (6.355, 4.642, 5.084)  0.997
N (2.017, 2.158, 3.190)  -0.250
S (0.558, 2.338, 3.566)  0.443
O (0.052, 1.661, 4.781)  -0.277
O (-0.417, 2.588, 2.546)  -0.264
F (0.781, 3.901, 4.073)  -0.255
S (1.714, 0.847, 2.111)  0.599
O (1.860, 1.321, 0.747)  -0.283
O (0.744, -0.249, 2.401)  -0.290
F (3.115, 0.150, 2.385)  -0.201
O (-7.580, -6.276, 0.451)  -0.238
P (-6.857, -5.658, -0.669)  0.597
N (-6.113, -6.797, -1.758)  -0.283
C (-6.928, -7.723, -2.547)  -0.089
C (-4.930, -7.402, -1.203)  -0.115
N (-5.523, -4.606, -0.237)  -0.243
C (-4.902, -4.694, 1.093)  -0.055
C (-5.009, -3.667, -1.210)  -0.093
N (-7.862, -4.718, -1.628)  -0.262
C (-8.762, -3.796, -0.935)  -0.078
C (-7.488, -4.300, -2.996)  -0.091
H (-6.529, -7.738, -3.561)  0.095
H (-8.000, -7.538, -2.473)  0.091
H (-6.889, -8.693, -2.051)  0.094
H (-4.128, -6.670, -1.106)  0.073
H (-4.581, -8.208, -1.849)  0.097
H (-5.163, -7.807, -0.219)  0.098
H (-5.584, -5.209, 1.769)  0.086
H (-3.999, -5.284, 0.931)  0.093
H (-4.782, -3.681, 1.477)  0.099
H (-4.687, -4.232, -2.084)  0.090
H (-5.738, -2.962, -1.609)  0.070
H (-4.231, -2.996, -0.848)  0.103
H (-9.481, -4.231, -0.241)  0.097
H (-8.182, -3.026, -0.426)  0.086
H (-9.239, -3.178, -1.696)  0.089
H (-8.444, -4.194, -3.509)  0.098
H (-7.023, -5.138, -3.516)  0.073
H (-6.781, -3.492, -3.187)  0.076
O (4.849, -5.560, -7.124)  -0.243
P (5.784, -6.185, -6.149)  0.626
N (5.408, -5.928, -4.485)  -0.264
C (4.161, -5.320, -4.197)  -0.108
C (6.169, -6.550, -3.399)  -0.077
N (7.425, -5.564, -6.166)  -0.222
C (7.586, -4.176, -6.665)  -0.069
C (8.624, -6.301, -5.875)  -0.081
N (5.936, -7.860, -6.191)  -0.325
C (5.118, -8.775, -5.449)  -0.090
C (6.546, -8.373, -7.418)  -0.098
H (3.357, -5.606, -4.874)  0.092
H (4.249, -4.234, -4.243)  0.100
H (3.861, -5.562, -3.178)  0.096
H (7.043, -7.093, -3.758)  0.069
H (5.559, -7.232, -2.807)  0.096
H (6.503, -5.760, -2.726)  0.100
H (7.389, -4.105, -7.735)  0.092
H (6.851, -3.473, -6.273)  0.089
H (8.595, -3.769, -6.600)  0.091
H (8.579, -6.274, -4.786)  0.081
H (8.531, -7.358, -6.125)  0.077
H (9.556, -5.839, -6.201)  0.106
H (4.554, -9.299, -6.221)  0.101
H (5.697, -9.345, -4.723)  0.097
H (4.370, -8.212, -4.891)  0.080
H (7.456, -7.872, -7.745)  0.073
H (5.789, -8.352, -8.202)  0.097
H (6.897, -9.385, -7.216)  0.097
O (3.178, 9.654, 2.383)  -0.296
P (2.251, 10.560, 1.639)  0.614
N (1.903, 9.884, 0.107)  -0.260
C (1.433, 8.493, 0.097)  -0.083
C (1.555, 10.752, -1.066)  -0.078
N (2.767, 12.192, 1.322)  -0.293
C (4.110, 12.364, 0.792)  -0.119
C (2.043, 13.411, 1.743)  -0.090
N (0.687, 10.752, 2.347)  -0.259
C (0.335, 10.346, 3.734)  -0.076
C (-0.396, 11.272, 1.441)  -0.067
H (1.665, 7.929, 1.000)  0.085
H (1.782, 7.891, -0.742)  0.092
H (0.357, 8.621, -0.019)  0.082
H (1.562, 10.259, -2.038)  0.090
H (2.304, 11.518, -1.265)  0.075
H (0.586, 11.244, -0.980)  0.068
H (4.790, 12.241, 1.635)  0.084
H (4.404, 11.664, 0.010)  0.081
H (4.316, 13.382, 0.460)  0.088
H (1.266, 13.149, 2.461)  0.069
H (2.743, 14.118, 2.187)  0.090
H (1.557, 13.888, 0.892)  0.084
H (-0.365, 9.512, 3.767)  0.086
H (1.209, 9.971, 4.268)  0.075
H (-0.077, 11.183, 4.296)  0.086
H (-0.092, 12.241, 1.046)  0.060
H (-1.355, 11.332, 1.955)  0.099
H (-0.436, 10.617, 0.571)  0.051
C (7.317, -4.320, 8.119)  -0.034
O (7.058, -2.992, 7.637)  -0.011
C (5.868, -2.350, 7.617)  -0.573
O (5.775, -1.237, 7.155)  0.105
O (4.825, -3.126, 7.965)  -0.021
C (3.522, -2.564, 8.020)  -0.033
H (7.069, -5.054, 7.353)  0.094
H (6.756, -4.446, 9.045)  0.095
H (8.365, -4.506, 8.351)  0.091
H (3.025, -3.146, 7.244)  0.099
H (3.470, -1.481, 7.903)  0.098
H (3.008, -2.860, 8.934)  0.093
C (-12.712, 3.956, 2.582)  -0.062
O (-11.652, 3.027, 2.645)  -0.011
C (-10.454, 3.590, 2.909)  -0.605
O (-10.208, 4.808, 3.065)  0.077
O (-9.675, 2.573, 3.070)  0.008
C (-8.293, 2.762, 3.636)  0.027
H (-12.973, 4.047, 3.636)  0.106
H (-13.477, 3.508, 1.948)  0.092
H (-12.594, 4.910, 2.067)  0.096
H (-7.861, 1.797, 3.901)  0.086
H (-8.335, 3.242, 4.613)  0.092
H (-7.710, 3.339, 2.917)  0.095

(2)
Formula: C21H45N2OP3PdS
Source: the OMol25 dataset
Level of theory: wB97M-V/def2-TZVPD

Output
charge = +4
HOMO level (alpha / beta) = -18.329 / -20.429 eV
multiplicity = 5
F_max = 3.0 eV Å⁻¹
expectation value of S² = 6.0385
HOMO-LUMO gap (alpha / beta) = 7.22 / 5.18 eV

Each line ends with the Löwdin charge.
Geometry (Å):
Pd (0.008, -0.067, -1.190)  0.321
P (0.448, -2.151, -2.048)  0.704
P (2.362, -0.106, -0.097)  0.847
P (-2.380, 0.215, -1.279)  0.824
H (1.336, 2.297, -1.446)  0.066
C (0.299, 2.266, -1.095)  -0.144
C (0.000, 2.116, 0.250)  -0.058
H (0.770, 1.937, 0.994)  0.028
C (1.462, -2.035, -3.578)  -0.223
C (1.334, -3.417, -1.080)  -0.228
C (-1.063, -3.048, -2.525)  -0.226
C (3.099, 1.371, 0.713)  -0.228
C (2.784, -1.360, 1.195)  -0.244
C (3.660, -0.409, -1.370)  -0.213
C (-3.080, 1.698, -0.450)  -0.230
C (-3.489, -1.018, -0.501)  -0.245
C (-3.071, 0.405, -2.962)  -0.198
H (-0.448, 2.682, -1.777)  0.069
H (-1.008, 2.252, 0.629)  0.043
H (0.912, -2.589, -4.348)  0.073
H (2.451, -2.487, -3.428)  0.072
H (1.623, -0.995, -3.902)  0.008
H (1.178, -4.380, -1.588)  0.085
H (0.938, -3.481, -0.061)  0.032
H (2.409, -3.211, -1.037)  0.042
H (-0.752, -4.005, -2.966)  0.081
H (-1.659, -2.485, -3.252)  0.048
H (-1.675, -3.244, -1.637)  0.052
H (4.188, 1.356, 0.575)  0.082
H (2.889, 1.364, 1.790)  0.060
H (2.695, 2.282, 0.267)  0.043
H (3.466, -2.115, 0.786)  0.066
H (1.872, -1.852, 1.557)  -0.020
H (3.275, -0.859, 2.041)  0.068
H (4.597, 0.045, -1.019)  0.077
H (3.369, 0.076, -2.310)  0.049
H (3.822, -1.480, -1.547)  0.050
H (-4.119, 1.837, -0.782)  0.082
H (-2.499, 2.596, -0.683)  0.047
H (-3.088, 1.538, 0.637)  0.058
H (-4.494, -0.585, -0.390)  0.084
H (-3.111, -1.279, 0.500)  -0.026
H (-3.539, -1.925, -1.110)  0.053
H (-4.057, 0.881, -2.903)  0.086
H (-3.170, -0.560, -3.473)  0.066
H (-2.404, 1.041, -3.550)  -0.006
C (-0.428, 1.150, -5.225)  -0.239
C (0.374, 0.507, -6.189)  0.114
C (0.211, 0.876, -7.523)  0.072
C (-0.724, 1.855, -7.894)  0.026
C (-1.534, 2.458, -6.931)  0.082
C (-1.408, 2.082, -5.592)  0.094
O (-0.250, 0.984, -3.868)  -0.064
H (0.307, 0.204, -3.576)  0.049
H (1.120, -0.220, -5.869)  0.133
H (0.807, 0.400, -8.294)  0.155
H (-0.790, 2.196, -8.927)  0.149
H (-2.268, 3.219, -7.196)  0.160
H (-2.018, 2.519, -4.800)  0.143
S (-0.714, -1.497, 1.301)  0.854
C (-0.992, -0.526, 2.690)  -0.673
N (-2.220, -0.441, 3.250)  0.069
C (-2.507, 0.192, 4.540)  -0.119
C (-1.473, 1.247, 4.861)  -0.138
C (-0.082, 0.703, 4.639)  -0.126
N (0.011, 0.160, 3.283)  0.045
H (-2.914, -1.069, 2.857)  0.144
H (-2.532, -0.567, 5.333)  0.155
H (-3.503, 0.628, 4.468)  0.146
H (-1.574, 1.550, 5.904)  0.147
H (-1.629, 2.137, 4.245)  0.130
H (0.142, -0.092, 5.362)  0.153
H (0.687, 1.472, 4.736)  0.142
H (0.934, -0.073, 2.922)  0.113

(3)
Formula: C38H95BaN6O13
Source: the OMol25 dataset
Level of theory: wB97M-V/def2-TZVPD

Output
charge = +1
HOMO level = -8.252 eV
F_max = 2.9 eV Å⁻¹
HOMO-LUMO gap = 2.87 eV

Each line ends with the Löwdin charge.
Geometry (Å):
Ba (3.409, -2.919, -3.796)  1.521
C (-1.485, -2.578, 0.846)  -0.121
C (-1.608, -2.521, -0.649)  -0.513
O (-0.455, -2.804, -1.360)  -0.336
H (-0.659, -1.963, 1.203)  0.062
H (-1.379, -3.624, 1.134)  0.062
H (-2.355, -2.261, 1.420)  0.063
H (-1.925, -1.536, -0.990)  0.091
H (-2.458, -3.124, -0.970)  0.089
C (5.894, -1.633, 4.085)  -0.066
O (5.279, -1.800, 2.761)  -0.177
C (5.102, -0.515, 2.253)  -0.248
C (4.661, -0.588, 0.720)  -0.177
N (5.504, -1.497, -0.073)  -0.088
C (6.880, -0.950, -0.178)  -0.179
C (7.061, 0.408, -1.011)  -0.233
O (6.671, 1.541, -0.285)  -0.191
C (6.674, 2.704, -1.163)  -0.067
H (5.791, -2.533, 4.692)  0.086
H (5.429, -0.890, 4.734)  0.085
H (6.936, -1.326, 3.995)  0.087
H (5.981, 0.125, 2.328)  0.110
H (4.308, 0.019, 2.775)  0.121
H (4.539, 0.397, 0.271)  0.109
H (3.721, -1.139, 0.686)  0.105
H (5.561, -2.336, 0.486)  0.087
H (7.362, -1.790, -0.677)  0.103
H (7.410, -0.863, 0.770)  0.112
H (6.532, 0.271, -1.954)  0.096
H (8.088, 0.455, -1.373)  0.116
H (6.004, 3.380, -0.632)  0.089
H (6.363, 2.583, -2.200)  0.084
H (7.664, 3.155, -1.106)  0.089
C (-0.957, -9.329, -5.596)  -0.122
O (-1.031, -8.732, -4.306)  -0.202
C (-2.399, -8.354, -3.994)  -0.201
C (-2.465, -7.788, -2.592)  -0.213
N (-2.228, -8.845, -1.616)  -0.081
C (-2.094, -8.453, -0.202)  -0.177
C (-3.499, -8.283, 0.436)  -0.187
O (-3.333, -8.434, 1.884)  -0.214
C (-4.566, -8.305, 2.591)  -0.117
H (-1.755, -10.068, -5.674)  0.078
H (-0.034, -9.902, -5.688)  0.085
H (-1.113, -8.697, -6.471)  0.082
H (-2.912, -9.312, -4.074)  0.120
H (-2.829, -7.607, -4.661)  0.121
H (-3.387, -7.260, -2.345)  0.118
H (-1.720, -7.008, -2.437)  0.112
H (-1.486, -9.439, -1.957)  0.101
H (-1.474, -7.561, -0.108)  0.109
H (-1.581, -9.234, 0.358)  0.118
H (-4.199, -9.063, 0.136)  0.116
H (-4.001, -7.350, 0.182)  0.109
H (-5.141, -7.460, 2.214)  0.079
H (-4.465, -8.167, 3.667)  0.084
H (-5.141, -9.216, 2.426)  0.082
C (1.407, 4.168, 2.507)  -0.122
O (0.024, 3.827, 2.470)  -0.190
C (-0.449, 3.289, 3.726)  -0.211
C (-1.959, 3.096, 3.600)  -0.216
N (-2.680, 2.639, 4.769)  -0.058
C (-2.548, 3.542, 5.863)  -0.244
C (-3.656, 3.615, 6.908)  -0.209
O (-3.180, 4.221, 8.111)  -0.195
C (-4.098, 4.176, 9.181)  -0.122
H (1.814, 3.996, 1.511)  0.079
H (1.953, 3.486, 3.158)  0.075
H (1.760, 5.153, 2.813)  0.083
H (-0.182, 4.080, 4.426)  0.115
H (0.046, 2.370, 4.039)  0.121
H (-2.075, 2.333, 2.830)  0.120
H (-2.308, 4.016, 3.132)  0.118
H (-3.658, 2.436, 4.619)  0.114
H (-2.373, 4.561, 5.518)  0.118
H (-1.652, 3.339, 6.449)  0.120
H (-3.936, 2.608, 7.218)  0.123
H (-4.491, 4.213, 6.542)  0.124
H (-4.365, 3.170, 9.504)  0.081
H (-5.037, 4.690, 8.975)  0.085
H (-3.602, 4.592, 10.058)  0.089
C (-8.326, 12.215, -4.150)  -0.087
O (-8.304, 10.874, -3.625)  -0.192
C (-7.283, 10.089, -4.164)  -0.251
C (-7.441, 8.625, -3.644)  -0.208
N (-6.397, 7.700, -4.072)  -0.047
C (-6.574, 6.402, -3.399)  -0.219
C (-5.599, 5.355, -4.006)  -0.242
O (-4.291, 5.439, -3.550)  -0.176
C (-4.144, 4.930, -2.214)  -0.093
H (-9.299, 12.697, -4.055)  0.084
H (-7.993, 12.319, -5.183)  0.082
H (-7.619, 12.744, -3.510)  0.084
H (-6.355, 10.486, -3.752)  0.118
H (-7.153, 10.090, -5.247)  0.116
H (-8.451, 8.346, -3.943)  0.116
H (-7.457, 8.731, -2.559)  0.120
H (-6.576, 7.416, -5.024)  0.099
H (-7.567, 5.960, -3.477)  0.111
H (-6.501, 6.488, -2.315)  0.107
H (-5.667, 5.501, -5.085)  0.118
H (-5.978, 4.351, -3.815)  0.112
H (-4.484, 3.900, -2.104)  0.085
H (-4.568, 5.603, -1.469)  0.082
H (-3.074, 4.833, -2.031)  0.083
C (3.498, -6.163, 7.216)  -0.101
O (2.285, -5.403, 7.376)  -0.181
C (1.509, -5.354, 6.173)  -0.236
C (0.121, -4.853, 6.598)  -0.197
N (0.259, -3.582, 7.294)  -0.056
C (0.725, -2.483, 6.415)  -0.212
C (0.776, -1.185, 7.177)  -0.253
O (1.986, -1.108, 7.901)  -0.185
C (2.118, 0.138, 8.593)  -0.091
H (4.118, -5.889, 6.362)  0.077
H (3.369, -7.199, 6.902)  0.075
H (4.040, -6.251, 8.157)  0.088
H (1.256, -6.326, 5.751)  0.114
H (1.993, -4.814, 5.359)  0.110
H (-0.327, -5.625, 7.223)  0.119
H (-0.461, -4.695, 5.690)  0.116
H (1.010, -3.712, 7.957)  0.093
H (-0.048, -2.395, 5.651)  0.118
H (1.644, -2.692, 5.868)  0.109
H (-0.146, -1.207, 7.759)  0.124
H (0.654, -0.383, 6.450)  0.115
H (2.808, -0.095, 9.404)  0.086
H (1.147, 0.417, 9.003)  0.086
H (2.542, 0.896, 7.934)  0.083
C (1.985, 1.525, -4.610)  -0.101
O (3.149, 1.031, -5.261)  -0.249
C (3.454, 1.787, -6.426)  -0.207
C (4.812, 1.456, -7.153)  -0.152
N (4.670, 0.054, -7.547)  -0.097
C (4.748, -0.018, -8.954)  -0.225
C (3.554, 0.605, -9.775)  -0.194
O (3.580, 2.004, -9.926)  -0.190
C (4.521, 2.497, -10.853)  -0.111
H (1.897, 1.004, -3.657)  0.078
H (1.067, 1.395, -5.183)  0.096
H (2.182, 2.578, -4.407)  0.092
H (3.417, 2.858, -6.224)  0.118
H (2.608, 1.631, -7.095)  0.117
H (5.649, 1.622, -6.476)  0.116
H (5.051, 2.119, -7.984)  0.110
H (5.325, -0.561, -7.085)  0.095
H (4.721, -1.069, -9.244)  0.114
H (5.735, 0.369, -9.207)  0.118
H (2.569, 0.260, -9.463)  0.124
H (3.635, 0.107, -10.742)  0.110
H (4.278, 3.498, -11.209)  0.092
H (4.658, 1.904, -11.757)  0.091
H (5.516, 2.614, -10.424)  0.078

(4)
Formula: C5H12N4
Source: the OMol25 dataset
Level of theory: wB97M-V/def2-TZVPD

Output
charge = 0
HOMO level = -7.674 eV
F_max = 3.5 eV Å⁻¹
HOMO-LUMO gap = 8.47 eV

Each line ends with the Löwdin charge.
Geometry (Å):
C (0.329, -2.259, -0.499)  -0.035
C (-2.197, 0.089, 0.659)  -0.072
N (0.058, 1.365, 0.088)  -0.075
C (1.229, -0.059, 0.678)  -0.490
C (0.096, -0.964, 0.232)  -0.457
N (0.237, 2.287, -0.988)  -0.002
N (2.514, 0.259, 0.374)  0.142
C (-0.967, -0.030, -0.206)  -0.178
N (0.623, -0.743, 1.605)  0.146
H (-0.045, 1.904, 0.951)  0.127
H (0.439, 1.740, -1.824)  0.073
H (-0.652, 2.756, -1.169)  0.071
H (3.166, 0.213, 1.142)  0.093
H (2.676, 0.963, -0.329)  0.082
H (-1.167, -0.059, -1.281)  0.130
H (0.291, -2.123, -1.583)  0.070
H (-0.429, -2.995, -0.225)  0.072
H (1.311, -2.653, -0.233)  0.078
H (-1.913, 0.053, 1.709)  0.074
H (-2.742, 1.011, 0.452)  0.070
H (-2.858, -0.755, 0.447)  0.081

Q: The highest F_max belongs to which entry?
A: C24H66AlF2N10O13P3S2